Entry 1:
{
  "formula": "C7H4F5INO5S",
  "method": "ωB97M-V/def2-TZVPD",
  "total_energy_ev": -51573.074,
  "largest_force_ev_per_a": 4.64,
  "total_charge": -1,
  "mol_weight_da": 436.07,
  "symbols": ["N", "C", "O", "C", "C", "O", "O", "C", "C", "S", "O", "O", "C", "F", "F", "C", "F", "F", "F", "H", "H", "H", "H", "I"],
  "coordinates": [[-1.897, -0.272, 3.327], [-2.302, -0.481, 2.273], [-2.698, -0.432, 1.008], [-1.836, -1.149, 0.125], [-2.605, -0.996, -1.259], [-3.647, -0.481, -1.432], [-1.760, -1.556, -2.183], [-0.432, -1.165, -1.764], [-0.519, -0.485, -0.356], [1.001, -0.776, 0.588], [0.777, -0.789, 2.012], [1.523, -2.081, 0.209], [2.336, 0.452, 0.181], [2.994, 0.042, -0.920], [3.184, 0.448, 1.210], [1.857, 1.916, -0.015], [1.011, 2.052, -1.050], [2.958, 2.620, -0.342], [1.384, 2.468, 1.094], [-1.812, -2.238, 0.282], [0.111, -2.121, -1.811], [0.078, -0.495, -2.474], [-0.795, 0.580, -0.431], [1.090, 4.938, 1.729]],
  "nbo_charge": [-0.335, 0.506, -0.458, -0.003, 0.784, -0.484, -0.498, -0.091, -0.545, 2.054, -0.869, -0.931, 0.404, -0.297, -0.272, 0.920, -0.320, -0.303, -0.257, 0.233, 0.231, 0.213, 0.293, -0.978]
}

---

Entry 2:
{
  "formula": "C3H5BrN2",
  "method": "ωB97M-V/def2-TZVPD",
  "total_energy_ev": -76213.338,
  "largest_force_ev_per_a": 5.97,
  "smiles": "N#C[C@@H](Br)CN",
  "total_charge": 0,
  "e_above_lowest_ev": 0.000,
  "mol_weight_da": 148.99,
  "symbols": ["N", "C", "C", "Br", "C", "N", "H", "H", "H", "H", "H"],
  "coordinates": [[-1.633, 2.077, -0.059], [-1.348, 0.967, -0.196], [-1.009, -0.445, 0.004], [-1.024, -1.344, -1.658], [0.693, -0.514, 0.557], [1.493, 0.394, -0.192], [-1.551, -0.927, 0.682], [0.881, -0.238, 1.582], [0.866, -1.546, 0.397], [1.480, 0.267, -1.222], [1.152, 1.309, 0.105]],
  "nbo_charge": [-0.301, 0.245, -0.402, 0.059, -0.153, -0.825, 0.230, 0.205, 0.195, 0.376, 0.370]
}

---

Entry 3:
{
  "formula": "C34H63Cl2NO6",
  "method": "ωB97M-V/def2-TZVPD",
  "total_energy_ev": -75098.239,
  "largest_force_ev_per_a": 0.93,
  "smiles": "C/C(Cl)=C(\\Cl)[C@@H]1NC(=O)[C@@H](CCCCO)[C@H]1Cc1ccccc1.CCOCC.CCOCC.CCOCC.CCOCC",
  "total_charge": 0,
  "mol_weight_da": 652.78,
  "symbols": ["C", "C", "Cl", "C", "Cl", "C", "N", "C", "O", "C", "C", "C", "C", "C", "O", "C", "C", "C", "C", "C", "C", "C", "C", "H", "H", "H", "H", "H", "H", "H", "H", "H", "H", "H", "H", "H", "H", "H", "H", "H", "H", "H", "H", "H", "H", "H", "C", "C", "O", "C", "C", "H", "H", "H", "H", "H", "H", "H", "H", "H", "H", "C", "C", "O", "C", "C", "H", "H", "H", "H", "H", "H", "H", "H", "H", "H", "C", "C", "O", "C", "C", "H", "H", "H", "H", "H", "H", "H", "H", "H", "H", "C", "C", "O", "C", "C", "H", "H", "H", "H", "H", "H", "H", "H", "H", "H"],
  "coordinates": [[-1.197, -3.577, -0.096], [-0.862, -2.146, -0.323], [-0.869, -1.205, 1.144], [-0.583, -1.520, -1.467], [-0.610, -2.432, -2.931], [-0.202, -0.046, -1.579], [-0.293, 0.401, -2.967], [0.931, 0.667, -3.545], [1.067, 1.104, -4.667], [2.048, 0.353, -2.561], [3.126, 1.426, -2.673], [4.415, 1.206, -1.857], [4.793, -0.247, -1.576], [5.875, -0.369, -0.489], [5.576, -1.423, 0.438], [1.322, 0.132, -1.211], [1.672, 1.029, -0.026], [1.276, 2.489, -0.045], [1.716, 3.294, 0.999], [1.385, 4.630, 1.083], [0.587, 5.200, 0.100], [0.161, 4.426, -0.962], [0.495, 3.086, -1.035], [-0.445, -4.046, 0.542], [-2.166, -3.679, 0.394], [-1.240, -4.130, -1.031], [-0.865, 0.566, -0.973], [-1.017, 1.065, -3.192], [2.443, -0.618, -2.874], [3.374, 1.486, -3.734], [2.689, 2.388, -2.403], [4.341, 1.761, -0.918], [5.231, 1.683, -2.405], [5.186, -0.679, -2.497], [3.944, -0.824, -1.216], [5.945, 0.571, 0.062], [6.843, -0.616, -0.920], [5.212, -1.037, 1.236], [1.617, -0.860, -0.859], [1.200, 0.580, 0.848], [2.744, 0.978, 0.161], [2.338, 2.860, 1.775], [1.722, 5.235, 1.914], [0.294, 6.240, 0.139], [-0.452, 4.863, -1.739], [0.153, 2.521, -1.888], [3.721, 9.688, -1.718], [2.990, 8.400, -2.057], [1.718, 8.279, -1.448], [0.769, 9.277, -1.776], [0.436, 9.358, -3.256], [3.830, 9.793, -0.638], [4.714, 9.680, -2.169], [3.197, 10.569, -2.090], [3.558, 7.547, -1.686], [2.912, 8.279, -3.143], [1.093, 10.256, -1.403], [-0.126, 9.006, -1.215], [1.300, 9.650, -3.855], [-0.345, 10.101, -3.420], [0.082, 8.393, -3.622], [-5.858, -6.355, 1.758], [-5.353, -5.670, 0.500], [-3.941, -5.641, 0.383], [-3.292, -6.899, 0.342], [-3.717, -7.786, -0.815], [-5.435, -5.884, 2.646], [-6.944, -6.282, 1.809], [-5.596, -7.414, 1.782], [-5.654, -4.622, 0.508], [-5.804, -6.122, -0.390], [-3.420, -7.428, 1.295], [-2.231, -6.664, 0.254], [-4.769, -8.066, -0.754], [-3.131, -8.706, -0.811], [-3.559, -7.279, -1.767], [-0.925, -10.573, 1.761], [-2.258, -11.138, 1.303], [-2.204, -11.822, 0.065], [-1.349, -12.950, 0.013], [-1.706, -14.048, 1.000], [-0.510, -9.908, 1.001], [-1.058, -10.006, 2.684], [-0.191, -11.356, 1.958], [-2.961, -10.320, 1.143], [-2.692, -11.777, 2.081], [-0.303, -12.647, 0.142], [-1.445, -13.325, -1.005], [-1.601, -13.722, 2.035], [-1.047, -14.904, 0.855], [-2.736, -14.375, 0.851], [-1.527, 6.806, 5.493], [-0.362, 6.952, 4.529], [-0.663, 6.585, 3.196], [-1.690, 7.320, 2.558], [-1.412, 8.809, 2.446], [-1.907, 5.783, 5.480], [-1.203, 7.045, 6.506], [-2.353, 7.474, 5.244], [0.445, 6.283, 4.828], [0.040, 7.971, 4.568], [-2.653, 7.145, 3.052], [-1.763, 6.885, 1.561], [-1.351, 9.292, 3.422], [-2.213, 9.294, 1.887], [-0.469, 8.983, 1.924]],
  "mulliken_charge": [-1.441, 1.016, -0.229, -0.741, -0.219, -0.271, -0.222, -0.069, -0.671, -0.002, -1.282, -0.987, 0.107, -0.861, -0.559, 0.393, -2.076, 1.376, -0.557, -1.461, -0.155, -1.504, 0.427, 0.355, 0.329, 0.354, 0.648, 0.330, 0.642, 0.637, 0.076, 0.404, 0.444, 0.411, 0.099, 0.345, 0.359, 0.304, 0.815, 0.705, 0.281, 0.411, 0.399, 0.980, 0.447, 0.166, -1.076, -0.404, -0.289, -0.243, -1.197, 0.298, 0.390, 0.271, 0.321, 0.335, 0.315, 0.285, 0.282, 0.406, 0.307, -1.025, -0.384, -0.341, -0.230, -1.152, 0.293, 0.389, 0.240, 0.353, 0.295, 0.256, 0.332, 0.283, 0.375, 0.337, -1.103, -0.195, -0.397, -0.345, -1.022, 0.271, 0.393, 0.355, 0.149, 0.316, 0.305, 0.326, 0.264, 0.385, 0.289, -1.093, -0.366, -0.296, -0.363, -1.135, 0.303, 0.395, 0.267, 0.317, 0.325, 0.334, 0.349, 0.329, 0.400, 0.272]
}

---

Entry 4:
{
  "formula": "FH2NS",
  "method": "ωB97M-V/def2-TZVPD",
  "total_energy_ev": -15070.177,
  "largest_force_ev_per_a": 5.13,
  "total_charge": 0,
  "e_above_lowest_ev": 2.317,
  "mol_weight_da": 67.09,
  "symbols": ["N", "F", "S", "H", "H"],
  "coordinates": [[-0.354, 0.416, -0.128], [-1.541, -0.382, 0.098], [1.025, -0.469, 0.109], [-0.479, 1.402, 1.086], [1.350, -0.967, -1.165]],
  "nbo_charge": [-0.387, -0.295, 0.208, 0.358, 0.116]
}

---

Number 1: HOMO energy -3.19 eV. Number 2: HOMO energy -9.70 eV. Number 3: HOMO energy -8.76 eV. Number 4: HOMO energy -9.86 eV.